Entry 1:
Here is C4H2F2O in the gas phase from OMol25. Energies are from ωB97M-V/def2-TZVPD.

Results
HOMO level (spin up / spin down) ... -9.63 / -9.63 eV
Energy relative to the best compared isomer or geometry (same formula, charge and spin) ... 3.0881 eV

Each line ends with the Löwdin charge.
CARTESIAN COORDINATES (ANGSTROEM)
H  -0.28414  -0.77477  1.53532  0.110
F  -2.06432  0.95084  1.35286  0.037
C  -0.16236  -0.12580  0.69953  -0.064
C  -1.11779  0.83309  0.32665  -0.480
F  1.72298  0.15559  -2.22634  0.103
C  0.82329  -0.55751  -0.09361  -0.091
O  -1.22724  1.53091  -0.59877  0.193
H  1.30296  -1.36379  0.52857  0.141
C  1.00664  -0.64856  -1.52421  0.050



Entry 2:
Here is C6H7ClO in the gas phase from OMol25. Energies are from ωB97M-V/def2-TZVPD.

Results
HOMO level ... -8.68 eV
Energy relative to the best compared isomer or geometry (same formula, charge and spin) ... 1.4474 eV
SMILES ... C=C1C(Cl)=CC[C@H]1O

Each line ends with the Löwdin charge.
CARTESIAN COORDINATES (ANGSTROEM)
H  -1.77368  0.62805  -1.35207  0.159
H  1.49967  -1.82716  -1.06268  0.066
H  0.99028  -0.76395  -2.57024  0.080
H  -0.78923  2.13188  -2.57811  0.072
C  0.07431  -0.31254  -0.69429  -0.275
C  -0.51421  0.80171  1.28392  -0.078
C  -0.79040  1.78237  0.15299  -0.116
H  0.03001  2.52166  0.08309  0.126
C  0.09711  -0.30241  0.80506  -0.620
C  -0.72342  0.88696  -1.11279  -0.350
O  -0.23123  1.42891  -2.32229  -0.006
H  -0.79792  1.01798  2.28332  0.097
Cl  0.60308  -1.68035  1.75527  0.653
H  -1.71653  2.36303  0.29915  0.115
C  0.88242  -1.01223  -1.49551  0.078



Entry 3:
Here is 4 unconnected molecules or ions with the total composition C18H29Br2FO9Si from OMol25. Energies are from ωB97M-V/def2-TZVPD.

Results
HOMO level ... -9.18 eV
SMILES ... CC[C@@H](F)[SiH2]/C(Br)=C(/C)Br.C[C@@H]1COC(=O)O1.C[C@@H]1COC(=O)O1.C[C@@H]1COC(=O)O1

Each line ends with the Löwdin charge.
CARTESIAN COORDINATES (ANGSTROEM)
Si  -5.33147  -3.15314  5.38171  0.648
C  -4.79312  -1.26899  1.38212  -0.153
C  6.19989  5.40734  -4.21847  -0.548
H  6.63377  1.94565  -5.56918  0.091
O  -2.33243  0.90454  0.50500  0.153
C  -8.11432  -3.49020  5.86906  -0.308
H  -1.17196  -2.83380  -1.13829  0.144
H  7.03847  2.39415  -7.23748  0.091
H  3.15652  4.29153  -1.54709  0.100
H  -5.45748  -0.40662  1.05090  0.080
O  5.45715  -0.69794  -1.41951  0.159
H  -3.79067  -0.78969  1.60243  0.030
H  2.92023  1.92377  -2.22272  0.161
H  1.74659  -2.63096  -0.52661  0.098
C  -9.51052  -4.24472  5.72877  -0.113
O  3.90797  0.41737  -0.20753  0.033
H  5.35453  2.40662  -6.67598  0.089
H  -0.17154  -2.11045  0.94647  0.152
H  -4.72831  -2.03663  0.56195  0.094
C  -1.65406  -0.00623  0.13945  -0.558
C  -6.88621  -4.26774  5.23517  -0.457
H  4.22078  2.30355  0.54377  0.143
H  -0.63688  -1.37537  -2.00826  0.141
C  3.76241  2.22103  -1.58749  -0.338
C  4.81389  0.28582  -1.21741  -0.548
C  0.01977  -1.48252  0.06924  -0.339
C  -4.67387  -2.45300  3.73411  -0.755
H  4.85495  4.02589  -1.11050  0.097
H  6.31761  4.72409  -6.82573  0.161
O  5.61557  4.40389  -4.92933  0.072
H  -9.35940  -5.33612  6.00534  0.082
C  1.47212  -1.59201  -0.33493  -0.015
C  -5.41508  -1.87462  2.71373  -0.724
H  -9.93884  -4.11883  4.69731  0.073
C  4.04454  3.69549  -1.76477  -0.011
F  -7.12931  -4.79439  3.93410  -0.120
C  3.55368  1.80061  -0.16250  -0.098
H  8.22115  3.61157  -4.67455  0.143
H  -8.18738  -2.40413  5.53941  0.060
O  -0.32807  -0.13911  0.41274  0.085
Br  -7.37170  -1.76014  2.86259  0.740
Br  -2.68640  -2.54499  3.49524  0.600
H  1.67881  -1.00555  -1.23354  0.087
C  7.84836  4.39750  -5.33819  -0.103
H  2.52177  1.92720  0.16702  0.143
H  4.36318  3.90174  -2.78695  0.063
C  6.52961  4.06772  -5.97450  -0.342
C  -0.95123  -1.77098  -1.03768  -0.098
H  -4.25821  -4.00875  5.94057  -0.036
O  7.51584  5.53561  -4.54382  0.068
H  -5.60019  -2.09639  6.36327  -0.019
H  8.61864  4.64489  -6.06885  0.142
H  -7.90241  -3.43429  6.98973  0.110
H  2.11704  -1.19809  0.45163  0.083
O  4.88904  1.42343  -1.95950  0.087
H  -6.70495  -5.16832  5.91263  0.116
H  -10.22433  -3.82090  6.50243  0.074
C  6.38679  2.62132  -6.39180  -0.018
O  5.63582  6.08219  -3.41346  0.159
O  -2.10617  -1.04894  -0.61125  0.049



Entry 4:
Here is 8 unconnected molecules or ions with the total composition C59H58ClF3IN5O35P3 from OMol25. Energies are from ωB97M-V/def2-TZVPD.

Results
HOMO level ... -10.02 eV
Charge ... +1

Each line ends with the Löwdin charge.
CARTESIAN COORDINATES (ANGSTROEM)
C  -1.24207  -1.11720  -2.39775  -0.135
C  -1.91246  -1.91351  3.86326  -0.148
N  -1.79498  -1.08366  -3.60841  0.011
P  -0.44411  -1.50497  1.32512  1.001
H  4.20139  4.70607  4.76598  0.140
C  -1.16609  -1.74018  -4.78470  -0.129
O  1.49184  -2.08045  4.15202  0.070
C  -3.95408  0.51146  5.81181  0.072
C  2.04462  -0.17287  -0.84761  -0.079
C  5.20480  -0.18623  -4.58975  -0.286
C  -1.88388  8.94625  1.60394  0.079
H  -0.15515  -3.57852  0.00130  0.042
C  3.72465  0.13542  0.80410  -0.432
H  6.26427  -2.52106  6.67406  0.121
H  -2.03668  -5.00505  1.49193  0.091
H  3.68883  -2.12133  -2.98882  0.036
O  5.13768  6.32822  -4.00349  0.120
O  3.24373  5.62675  7.01928  0.122
P  -3.39973  -0.85511  -0.64276  0.672
O  0.66087  8.42776  -0.82105  0.107
H  -3.17845  0.56829  -3.22205  0.119
O  0.33180  2.81668  3.59903  0.079
O  -4.43813  -11.90522  -4.67736  0.100
H  6.52811  2.81202  -5.71523  0.143
F  4.78065  -0.36443  -0.00240  0.102
H  4.01932  -1.39932  4.15337  0.116
C  5.61288  1.24716  -4.61935  -0.213
H  -4.01370  -0.38119  5.20477  0.113
I  0.52657  -4.16180  -6.08745  0.868
C  1.17684  4.63076  6.53128  -0.210
O  4.66212  -0.63905  -3.59157  0.058
H  -0.03854  -3.89904  1.80119  0.095
H  -3.24370  -2.85192  -1.72687  0.063
H  1.40309  5.55637  8.14619  0.120
H  -2.61661  3.81006  4.48411  0.115
H  -4.97080  -8.15966  -2.03443  0.137
H  -2.84158  0.15646  -4.96306  0.146
P  -0.94090  1.46363  0.47812  0.704
H  2.23995  0.96182  -1.01307  0.147
H  2.85038  -0.67765  -1.50238  0.125
O  7.08245  1.39358  -7.84255  0.132
C  -2.50572  7.06753  0.02039  -0.217
O  0.51652  -3.62679  6.17066  0.090
C  2.29397  -2.43060  5.00538  -0.291
C  3.16475  4.47145  4.96744  0.085
H  -3.03337  -1.71714  3.67519  0.070
O  -3.92448  7.77571  1.74941  0.113
C  -3.59050  -7.91742  -3.62320  -0.214
H  0.92358  9.94394  0.69750  0.117
H  -0.60189  3.67867  5.88767  0.112
C  1.58966  6.31768  -3.85378  0.082
H  5.15300  -2.03657  -5.74830  0.135
C  2.82493  6.63697  -4.24717  -0.215
O  5.86442  -2.09233  5.89148  0.105
C  3.70470  -2.03551  4.96858  0.082
C  3.81282  5.08149  -2.50597  0.081
C  -5.41160  -3.36443  -4.24588  -0.192
O  -4.61936  1.74720  9.07257  0.127
H  -1.62588  -3.01760  3.71001  0.075
O  0.53481  1.91496  1.24135  -0.376
Cl  -1.32149  2.64233  -1.23241  0.281
C  -1.35512  7.22094  -0.63819  0.079
C  -0.98113  -3.31321  -4.71080  -0.704
H  2.20162  2.82203  2.50716  0.075
C  -2.13743  -3.93812  1.04714  -0.153
C  -4.47668  -8.59700  -2.89158  0.080
C  -4.12963  -10.61058  -4.39171  -0.220
H  6.77751  -0.61459  -8.57576  0.123
O  6.33043  -1.22022  -7.95129  0.108
H  -5.21065  -1.05185  -3.35914  0.113
C  -2.85630  7.93217  1.18270  -0.313
H  -4.15160  6.20638  0.28279  0.116
C  -2.92273  -8.53776  -4.80277  -0.315
H  -3.63210  3.86281  7.89294  0.143
H  0.29537  0.43690  -1.95465  0.134
H  -2.74024  -10.37313  -5.97341  0.138
O  -3.95310  -2.32598  -1.29060  -0.164
C  -4.37358  -1.21682  -4.14254  -0.171
C  -1.05080  -0.88288  2.97860  -0.410
H  3.73051  -3.58701  -1.76376  0.104
C  4.02552  6.02788  -3.60673  -0.306
C  -0.66044  -0.34921  -0.12219  -0.661
O  2.93468  3.29810  2.94480  0.087
H  -0.11521  -1.27099  -4.91568  0.136
C  -3.24593  -9.93071  -5.12543  0.078
H  2.36597  -4.33296  7.90138  0.141
C  1.83697  -3.28807  6.13629  -0.215
H  -5.01849  -0.32495  8.61572  0.121
N  -4.37707  0.37630  -1.02876  -0.176
H  4.69260  4.65991  -2.03787  0.138
H  1.55880  -5.03956  -1.45693  0.105
O  0.67038  5.07423  7.71405  0.104
O  -3.26429  -6.62593  -3.31536  0.065
F  4.05123  -0.26591  2.14402  0.073
H  0.74342  1.15216  1.83783  0.041
C  -0.39320  8.25031  -0.23259  -0.305
C  0.42966  3.92532  5.67874  0.083
H  -1.08948  6.60176  -1.48458  0.109
C  -4.81871  -9.98327  -3.22802  -0.311
C  5.47036  -1.00255  -5.77667  0.081
O  -1.59364  -4.13313  -3.99685  -0.045
C  -0.64872  -3.32712  0.99826  -0.381
H  -4.85784  -0.89892  -5.14790  0.149
H  -2.14259  9.55539  2.45986  0.139
O  -2.13355  -7.88269  -5.45608  0.104
C  0.54947  -0.42760  -1.21890  -0.205
C  2.41876  3.76350  4.11654  -0.209
O  -5.32264  -4.60762  -4.44563  0.050
F  3.71899  1.56949  0.85745  0.087
C  0.98541  -4.55348  -2.33601  -0.061
C  1.37743  5.35407  -2.77004  -0.306
O  -3.40732  6.11320  -0.34416  0.089
H  1.39169  3.82779  -0.99604  0.075
H  -4.29220  -0.31473  1.35025  0.092
C  1.66679  -3.13732  -2.60865  -0.259
C  -3.43473  1.72458  5.17239  -0.302
H  -2.60774  -6.35265  -3.98648  0.083
H  -2.48713  -4.08776  -0.02803  0.055
C  0.99012  3.45195  4.40934  -0.286
C  6.22479  1.77403  -5.68170  0.090
O  2.36376  3.88871  -1.08726  0.072
C  4.10167  -3.33318  7.02723  -0.308
H  4.00854  7.58964  -5.34596  0.120
C  2.59734  4.96521  6.22655  -0.309
H  -0.09330  -4.42493  -1.98695  0.056
O  0.18220  10.03266  1.32810  0.098
O  -4.16289  -2.64979  -4.22595  -0.116
C  -4.24733  1.76615  7.91316  -0.307
C  2.57818  4.76579  -2.11116  -0.213
H  -1.71613  -1.50420  -5.77004  0.161
H  -1.68673  0.08136  2.88884  0.050
N  1.06948  -1.97041  -2.79783  0.038
C  -0.73141  9.09721  0.94710  -0.220
O  3.03728  7.53194  -5.25018  0.103
H  -5.13218  0.05052  -1.64906  -0.026
O  4.90646  -3.71034  7.86002  0.125
H  -2.87093  -3.38956  1.72206  0.058
N  0.03475  -1.68911  -1.92092  -0.021
C  -3.07327  -0.32003  -3.93047  -0.063
C  4.55281  -2.45337  5.91172  -0.213
H  -6.43029  -2.86750  -4.04667  0.178
C  6.07971  -0.47556  -6.84191  -0.213
O  -2.81600  4.07460  5.40461  0.076
C  -3.32322  2.95857  6.00208  -0.223
O  -3.09340  1.75125  4.00033  0.085
O  -3.61757  -0.97272  1.06193  -0.209
C  3.28641  -3.15721  -2.72466  -0.021
O  5.33658  2.00049  -3.51669  0.092
H  0.11915  -3.20286  5.38503  0.082
H  -0.14155  -0.58210  3.62519  0.066
C  2.68449  -3.70874  7.07704  0.084
H  3.51273  -3.90288  -3.57705  0.094
H  -5.09843  -12.16919  -4.00654  0.119
C  -4.33327  0.52559  7.09182  -0.214
O  -5.63385  -10.62772  -2.59153  0.117
H  0.71005  6.75033  -4.31127  0.140
O  2.46380  -0.42051  0.53203  -0.042
O  -4.81432  -0.59354  7.69776  0.103
C  6.51299  0.95146  -6.86200  -0.305
H  1.00612  -5.26388  -3.23026  0.066
C  -3.70565  2.97363  7.28079  0.089
H  4.89621  1.39366  -2.89046  0.106
O  0.26386  5.02551  -2.39318  0.027
H  -1.72103  -1.67880  4.96455  0.081
N  -1.77238  -0.49997  -1.14436  -0.153



Entry 5:
Here is 6 unconnected molecules or ions with the total composition C19H46N8O6P from OMol25. Energies are from ωB97M-V/def2-TZVPD.

Results
HOMO level ... -10.99 eV
Charge ... +1
Energy relative to the best compared isomer or geometry (same formula, charge and spin) ... 4.8041 eV

Each line ends with the Löwdin charge.
CARTESIAN COORDINATES (ANGSTROEM)
O  5.41156  -3.81661  2.49210  0.032
H  4.74607  -3.50519  0.22992  0.148
O  1.70626  -0.60370  6.32399  -0.016
H  0.40149  -0.01458  -3.42240  0.085
O  -3.46906  3.72316  -3.96425  0.016
H  -2.08872  1.77665  -4.96887  0.072
H  -3.71501  2.34862  -1.86501  0.068
H  -0.90174  -3.86709  3.55908  0.156
H  4.69697  -1.97683  4.06095  0.078
H  -3.81563  3.82701  -0.89007  0.088
H  -0.22545  2.05489  -10.02352  0.087
H  -2.38915  5.81985  -3.65600  0.145
H  -3.57101  -3.12700  4.48975  0.144
H  -4.62103  0.36409  3.06697  0.043
H  2.79116  -2.11309  -0.30315  0.078
C  -0.96181  -1.70523  3.60199  -0.149
C  -0.23338  -0.84399  -3.09976  0.001
H  4.31051  -1.24385  -0.63056  0.089
H  1.98344  -1.64882  9.22440  0.093
H  2.25825  0.25103  -8.48113  0.088
H  -2.22608  3.05527  -1.20919  0.089
O  -1.93513  -0.50010  -1.45110  -0.023
H  4.23680  -2.23183  8.84123  0.081
N  3.73788  -1.02191  7.17846  0.009
C  2.38296  -1.17510  7.17567  -0.531
C  -2.07445  0.68932  -4.86169  -0.071
C  -1.90661  5.96157  -1.59475  -0.080
H  -3.20061  -1.04524  -0.07268  0.019
H  0.56281  3.57238  -9.52646  0.086
N  -1.39997  -3.07586  4.06779  0.052
N  -2.25357  -1.03974  3.12310  0.002
C  0.57708  2.48505  -9.41928  -0.076
H  5.40492  -2.19533  7.49406  0.089
C  4.34721  -1.74596  3.05059  -0.013
H  -0.84485  6.14998  -1.77187  0.085
C  4.70242  -1.60077  8.08329  -0.066
H  -0.39329  -1.54471  -3.92354  0.094
C  3.68065  -1.67197  0.15314  -0.083
C  1.76621  -2.05009  8.23099  -0.004
H  3.05302  1.78115  -7.97999  0.088
H  2.14657  -3.07104  8.14052  0.092
H  4.78876  -0.79480  2.74157  0.091
N  -2.33781  0.37285  -3.47799  0.030
C  -3.21026  3.28863  -1.62406  -0.011
H  4.07484  -0.41834  6.43718  0.142
N  0.31372  2.16859  -8.03558  0.006
H  3.25677  -1.67125  3.07164  0.060
C  2.41816  0.95174  -7.65735  -0.010
H  -3.04007  -4.46797  3.30708  0.154
C  -5.26967  -0.08437  2.17104  -0.304
P  -4.56927  -1.77357  1.54019  0.919
H  -2.96142  -0.95143  3.90845  0.123
H  -2.15410  -2.63207  1.57627  0.138
N  0.26757  -1.09716  3.52056  0.177
H  5.24307  -0.78483  8.56900  0.091
H  -2.42134  6.91531  -1.45539  0.086
H  -2.87698  0.25916  -5.46593  0.091
N  4.42410  -2.72899  0.79667  0.001
C  -1.55286  -0.32068  -2.60499  -0.517
H  -0.55717  2.48685  -7.62619  0.145
C  -2.83872  -3.32288  3.56903  -0.171
C  1.09868  1.47505  -7.16258  -0.532
O  0.71641  1.29563  -6.00869  0.002
H  -3.20871  0.69112  -3.06860  0.126
H  0.86741  -0.89396  4.37614  0.114
H  -1.11361  0.30184  -5.20250  0.050
H  1.53793  2.09758  -9.76009  0.078
N  -2.45070  5.32761  -2.77212  0.001
C  -2.90468  -2.20846  2.36826  -0.466
H  -2.02402  5.34958  -0.69966  0.076
H  -5.18130  0.72528  1.30113  0.064
H  2.92767  0.42181  -6.84740  0.085
H  3.38230  -0.88795  0.85014  0.070
H  0.27614  -1.37392  -2.28981  0.072
C  -3.06096  4.11239  -2.87258  -0.539
H  0.68078  -2.07304  8.09772  0.086
C  4.77067  -2.84007  2.11075  -0.547
H  0.56218  -0.76994  2.55120  0.162
H  -6.41467  -0.13049  2.44291  0.056
O  -4.13656  -1.43929  -0.14811  -0.384



Entry 6:
Here is 2 unconnected molecules or ions with the total composition ClIO2S from OMol25. Energies are from ωB97M-V/def2-TZVPD.

Results
HOMO level ... -9.68 eV
Energy relative to the best compared isomer or geometry (same formula, charge and spin) ... 0.2292 eV

Each line ends with the Löwdin charge.
CARTESIAN COORDINATES (ANGSTROEM)
Cl  0.40786  2.32359  0.67103  -0.198
S  -0.40501  -0.92750  -0.49488  0.889
I  1.67511  3.95902  -0.30198  0.336
O  -0.92323  0.21923  0.21398  -0.598
O  0.82694  -1.46439  0.02683  -0.430



no.,F_max (Eh/bohr)
1,0.0576
2,0.0364
3,0.0458
4,0.1132
5,0.0837
6,0.0318